Formula: C17H18LiNO5
Source: the Open Molecules 2025 dataset
Level of theory: ωB97M-V with the def2-TZVPD basis set

Orbital gap, Ha: 0.151
LUMO, eV: 4.826
Energy relative to the best compared isomer or geometry (same formula, charge and spin), kJ/mol: 0.0
Net charge: -2
Spin multiplicity: 1

The geometry in XYZ format:
```
42
Properties=species:S:1:pos:R:3:forces:R:3
Li -0.946880 -1.263494 -0.064262 -0.022 0.230 0.441
O -1.655974 0.498600 -0.701571 -0.138 -0.203 -0.124
C -0.984052 1.399401 -1.155166 0.093 0.098 0.069
C 0.456281 1.374490 -1.395149 -0.053 -0.268 0.036
C 0.997683 2.412288 -2.114093 0.023 0.233 -0.023
C 2.343376 2.430371 -2.459986 0.156 -0.036 0.264
C 3.183444 1.354023 -2.068450 -0.047 0.261 -0.064
C 2.684039 0.323664 -1.343454 -0.109 -0.004 0.060
C 1.286821 0.263841 -0.938405 0.039 0.218 0.109
O 0.857676 -0.661236 -0.232397 0.201 -0.122 -0.255
N 2.868619 3.509163 -3.219600 -0.380 -0.720 -0.818
O 2.110897 4.400389 -3.597692 -0.045 0.367 0.263
O 4.038918 3.453177 -3.595888 0.382 0.179 0.266
H -1.483427 2.341004 -1.454987 0.023 0.051 -0.005
H 0.365324 3.236267 -2.425338 0.014 -0.024 0.010
H 4.224417 1.386701 -2.359629 0.002 -0.017 0.008
H 3.313241 -0.498510 -1.025614 -0.013 -0.004 -0.013
C 0.425058 -4.029639 -1.329036 -0.020 0.087 0.025
C -0.686816 -4.056324 -0.259518 -0.085 0.068 0.005
C -0.045443 -4.295075 1.120230 -0.001 0.048 -0.029
O -1.454706 -2.931030 -0.277817 0.100 -0.394 -0.169
H 1.004585 -4.962680 -1.345472 0.004 0.015 -0.012
H 1.099407 -3.190716 -1.122847 -0.033 -0.052 -0.032
H -0.024816 -3.872462 -2.314080 0.025 -0.011 0.036
H -1.288188 -4.972346 -0.479031 -0.080 -0.054 -0.009
H 0.601126 -3.445314 1.365355 -0.025 -0.056 0.014
H 0.544075 -5.222507 1.146730 -0.002 0.030 0.019
H -0.829171 -4.347446 1.879970 0.029 0.005 -0.012
C -0.711289 -0.663259 2.939793 -0.082 0.124 -0.026
C -1.265211 0.546939 2.562569 0.039 -0.043 0.011
C -0.480540 1.748494 2.369146 -0.094 0.014 -0.043
C -1.040755 2.944018 1.973949 -0.046 -0.125 0.011
C -2.417972 3.082638 1.736141 0.009 -0.039 -0.010
C -3.209400 1.934188 1.909923 0.118 -0.021 0.005
C -2.677373 0.726283 2.297169 0.067 0.114 0.040
H -1.317825 -1.558722 3.029754 0.011 0.070 -0.026
H 0.357897 -0.758205 3.106288 -0.075 0.009 -0.083
H 0.595049 1.679732 2.511398 -0.026 0.021 0.012
H -0.392404 3.806365 1.831471 0.033 -0.022 0.005
H -2.847212 4.025235 1.415172 0.012 -0.018 0.017
H -4.277193 1.997201 1.709629 0.000 -0.039 0.006
H -3.321300 -0.145490 2.374787 -0.005 0.028 0.022
```
Positions in Å, forces in eV/Å.